(1)
DFT (the ωB97M-V functional and the def2-TZVPD basis) results for a cluster of 2 separate species, C3H7N3O2S in total.

The geometry in XYZ format:
```
16
Properties=species:S:1:pos:R:3
S -2.161 -0.070 -0.773
O -0.206 -1.489 2.393
O -1.544 0.337 2.090
N 0.739 1.242 -0.307
N 0.835 0.403 0.673
N -0.804 -2.306 -0.031
C -1.326 -1.116 0.297
C 1.648 1.462 -1.262
C -0.932 -0.747 1.708
H -0.147 -2.641 0.666
H -0.630 -2.538 -0.959
H 2.551 0.759 -1.214
H 1.574 2.244 -1.839
H 1.631 -0.173 0.555
H -1.253 0.568 3.104
H -0.154 1.768 -0.384
```

The HOMO energy (alpha / beta) is -8.254 / -8.254 eV. The LUMO energy (alpha / beta) is -0.205 / -0.204 eV. Its HOMO-LUMO gap (alpha / beta) is 8.0 / 8.0 eV. As for the energy above the lowest of the compared OMol25 structures with the same formula, charge and spin: 26.8 kcal per mole. The multiplicity is 1. The charge is 0.


(2)
DFT (the ωB97M-V functional and the def2-TZVPD basis) results for a cluster of 2 separate species, C6H10 in total.

The geometry in XYZ format:
```
16
Properties=species:S:1:pos:R:3
C -1.075 -0.177 0.646
C 1.108 -0.789 -0.036
C -0.729 0.711 -0.462
C -0.107 -1.075 0.856
C 0.275 1.550 0.364
C 0.740 0.557 -0.658
H 0.115 2.585 0.155
H -1.089 -1.282 -1.460
H -1.398 1.239 -1.144
H 1.322 -1.548 -0.806
H 0.552 1.346 1.404
H -0.965 -1.686 -0.835
H -1.948 0.077 1.232
H 2.007 -0.684 0.583
H 1.265 0.937 -1.527
H -0.074 -1.759 1.688
```

The HOMO energy is -8.128 eV. The LUMO energy is 1.212 eV. Its HOMO-LUMO gap is 9.3 eV. As for the energy above the lowest of the compared OMol25 structures with the same formula, charge and spin: 79.4 kcal per mole. The multiplicity is 1. The charge is 0.


(3)
DFT (the ωB97M-V functional and the def2-TZVPD basis) results for a structure of composition C54H57As2N3PW.

The geometry in XYZ format:
```
118
Properties=species:S:1:pos:R:3
W -0.029 -0.092 -0.192
As 0.965 -1.346 1.913
As 1.865 1.595 0.776
P -2.072 -1.329 0.157
N 0.654 1.778 -4.072
N -0.885 2.559 -2.545
N 0.303 0.586 -2.036
C 0.186 5.388 2.038
C -0.455 -3.482 -3.662
C 1.468 -3.240 1.767
C 0.211 2.819 -5.038
C -3.237 -5.063 0.952
C -2.704 -2.742 1.022
C -0.298 0.129 4.287
C 0.514 -4.243 1.990
C 4.339 1.130 -0.701
C -2.625 -0.537 -3.046
C 2.954 -4.870 0.710
C -2.826 1.150 -0.009
C -1.096 3.807 -3.248
C -2.913 -3.876 0.254
C -3.539 -5.047 2.273
C -5.566 0.648 -0.529
C 0.012 4.079 -4.275
C 0.121 6.067 0.824
C -1.295 -2.454 -3.829
C -1.742 -1.667 -2.765
C 1.002 3.428 0.972
C -0.366 0.303 5.660
C 2.662 -3.547 1.120
C 1.753 0.894 -4.495
C -4.689 -0.423 -0.369
C 2.436 0.287 -3.260
C 5.544 1.480 -1.216
C -3.012 -1.315 3.131
C 0.283 -1.089 3.766
C -3.003 -2.684 2.413
C -1.419 -2.010 -1.452
C -3.766 2.201 -0.055
C 0.621 -2.104 4.632
C -3.301 -0.122 -0.226
C -1.476 1.383 0.567
C 0.869 3.999 -0.298
C 2.681 -0.597 2.291
C 0.034 -3.819 -2.406
C -3.545 -3.838 2.989
C 1.294 -0.395 -2.507
C -0.475 -3.057 -1.337
C 5.349 3.684 -0.177
C 2.485 0.888 2.479
C 0.570 -1.845 6.009
C 0.441 5.319 -0.364
C 6.046 2.736 -0.912
C 0.787 -5.528 1.489
C 0.148 -0.641 6.507
C 0.706 4.082 2.067
C 4.135 3.250 0.296
C -5.065 1.945 -0.404
C 0.009 1.632 -2.901
C 3.601 2.020 0.031
C 2.041 -5.864 0.961
H 3.379 -0.813 1.505
H -1.180 4.616 -2.605
H 5.760 4.656 0.054
H -3.673 -0.780 -2.730
H 2.300 -6.867 0.696
H -1.607 2.337 -1.868
H -0.132 7.087 0.851
H -0.694 0.887 3.630
H 5.949 0.874 -2.000
H 3.136 -1.041 3.193
H -2.072 3.812 -3.759
H 1.752 1.168 3.233
H 3.991 -5.088 0.299
H -0.658 1.190 6.063
H -3.859 -5.977 2.717
H 0.896 -2.636 6.640
H 0.283 -0.355 7.523
H 3.172 -0.479 -3.598
H -0.456 -3.964 2.250
H 6.987 3.046 -1.278
H 3.322 -2.697 0.869
H -0.023 -6.194 1.552
H -1.685 -2.261 -4.824
H -2.513 -0.165 -4.051
H -3.457 3.249 0.112
H -2.463 -0.633 2.459
H 1.733 -0.813 -1.586
H -0.184 5.886 2.930
H 2.534 1.447 -5.011
H -0.113 -3.973 -4.571
H -0.232 -3.521 -0.356
H -2.401 0.395 -2.469
H -3.480 -5.937 0.318
H 4.074 0.086 -0.959
H 1.008 3.037 -5.787
H -6.640 0.559 -0.716
H 0.846 3.711 3.052
H -3.979 -0.862 3.346
H -2.433 -1.302 3.991
H 0.459 5.791 -1.324
H -2.721 -4.096 -0.759
H 0.780 -4.541 -2.104
H -0.304 4.882 -4.921
H 1.056 -3.009 4.269
H -1.182 2.402 0.450
H 1.237 0.027 -5.035
H -1.577 1.240 1.626
H 3.405 1.421 2.746
H 0.946 -1.141 -3.022
H 0.948 4.256 -3.715
H -0.807 2.618 -5.517
H 3.563 3.910 0.958
H -3.900 -3.801 4.010
H 1.142 3.531 -1.234
H -5.760 2.774 -0.478
H -5.101 -1.420 -0.408
H 2.937 1.071 -2.672
```

The HOMO energy (alpha / beta) is -15.876 / -15.888 eV. The LUMO energy (alpha / beta) is -8.867 / -8.769 eV. Its HOMO-LUMO gap (alpha / beta) is 7.0 / 7.1 eV. The multiplicity is 3. The expectation value of S² is 2.023. The charge is +3.


(4)
DFT (the ωB97M-V functional and the def2-TZVPD basis) results for a structure of composition C11H20ClIN2O2PPmSe.

The geometry in XYZ format:
```
40
Properties=species:S:1:pos:R:3
Pm -0.775 1.281 2.318
I 1.462 1.266 -0.324
Se -0.159 -1.358 3.299
Cl -3.176 1.113 1.465
P 0.212 0.324 -3.234
O 3.283 -1.467 1.472
O 1.944 -1.343 -2.025
N -1.557 0.712 4.664
N 0.585 1.114 4.540
C 2.042 0.947 4.405
C -1.394 2.087 4.760
C -0.317 -1.605 -1.194
C -0.461 -0.683 -4.569
C -0.344 0.089 4.447
C 0.801 -0.889 -1.903
C 2.208 -1.087 1.430
C -0.060 2.350 4.651
C -1.069 1.435 -2.630
C 1.661 1.186 -3.842
C -2.841 0.006 4.768
H -1.642 1.791 -3.499
H 2.520 1.451 5.252
H 1.881 2.060 -3.220
H -3.433 0.223 3.874
H -0.539 -0.047 -5.468
H -2.270 2.705 4.887
H 1.463 1.513 -4.872
H -3.371 0.361 5.660
H 0.515 3.259 4.709
H 0.214 -1.528 -4.776
H -1.757 0.946 -1.932
H -0.458 -2.574 -1.701
H -1.463 -1.054 -4.310
H 2.513 0.490 -3.831
H 2.280 -0.118 4.426
H -2.633 -1.061 4.828
H -0.621 2.303 -2.134
H 2.390 1.379 3.457
H -0.052 -1.804 -0.147
H -1.276 -1.073 -1.203
```

The HOMO energy (alpha / beta) is -14.295 / -14.301 eV. The LUMO energy (alpha / beta) is -7.736 / -7.582 eV. Its HOMO-LUMO gap (alpha / beta) is 6.6 / 6.7 eV. As for the energy above the lowest of the compared OMol25 structures with the same formula, charge and spin: 5.3 kcal per mole. The multiplicity is 5. The expectation value of S² is 6.007. The charge is +2.


(5)
DFT (the ωB97M-V functional and the def2-TZVPD basis) results for a structure of composition C4H5GdO4.

The geometry in XYZ format:
```
14
Properties=species:S:1:pos:R:3
Gd -0.176 0.954 -0.911
O -0.842 -1.324 -0.564
O 2.974 1.210 0.592
O -1.813 0.860 0.532
O 1.245 -0.847 0.243
C 0.494 -1.847 -0.312
C 2.174 0.746 -0.119
C -1.843 -1.510 0.408
C -2.363 -0.183 0.859
H -3.164 -0.179 1.616
H 0.867 -2.248 -1.266
H -2.680 -2.106 0.008
H 0.386 -2.648 0.434
H -1.478 -2.042 1.303
```

The HOMO energy (alpha / beta) is -18.822 / -17.749 eV. The LUMO energy (alpha / beta) is -9.619 / -12.009 eV. Its HOMO-LUMO gap (alpha / beta) is 9.2 / 5.7 eV. The multiplicity is 8. The expectation value of S² is 16.193. The charge is +2.


(6)
DFT (the ωB97M-V functional and the def2-TZVPD basis) results for the molecule C21H15BrN8O.

The geometry in XYZ format:
```
46
Properties=species:S:1:pos:R:3
Br 0.612 -3.220 2.591
O -1.269 2.085 4.707
N -1.268 0.353 -1.753
N -0.323 2.832 2.823
N 2.048 0.658 0.424
N -2.704 -0.367 1.172
N -0.279 -1.346 -2.614
N 0.633 -4.476 -4.049
N 2.025 2.845 0.805
N -2.937 -1.072 2.352
C -1.976 0.745 1.325
C 1.736 2.149 1.955
C -2.462 -0.234 3.295
C 1.386 -1.655 1.804
C 1.041 -1.167 -4.613
C -1.136 1.991 3.463
C 2.133 -0.527 -0.374
C -2.925 -0.955 -0.191
C -1.742 -0.791 -1.192
C 0.474 -1.945 -3.692
C -1.891 0.989 2.697
C 1.748 0.748 1.733
C 0.267 0.848 -3.563
C 1.289 -0.435 2.399
C 0.518 -3.323 -3.956
C 0.899 0.226 -4.658
C -1.114 -1.890 -1.732
C 1.748 -1.723 0.325
C 2.029 1.956 -0.112
C -0.434 -0.008 -2.632
C 1.108 2.799 3.062
H -2.306 -0.474 4.375
H 2.464 -0.490 -1.458
H 1.794 -2.699 -0.059
H 1.280 0.923 -5.564
H 0.820 -0.491 3.431
H 2.141 2.302 -1.119
H -1.303 -2.943 -1.570
H 1.266 2.142 3.939
H -3.264 -1.932 0.007
H 1.386 3.744 3.362
H 1.756 -1.701 -5.251
H -1.443 1.200 0.489
H -3.721 -0.372 -0.610
H 0.340 1.956 -3.495
H -0.445 2.746 1.724
```

The HOMO energy is -7.982 eV. The LUMO energy is -1.246 eV. Its HOMO-LUMO gap is 6.7 eV. As for the energy above the lowest of the compared OMol25 structures with the same formula, charge and spin: 64.0 kcal per mole. The multiplicity is 1. The charge is 0.


One value per record, in order, for energy: -22622.120; -6380.416; -194158.094; -130606.154; -33233.038; -106026.981 eV.